w:
# C6H12N3O2

The ion C6H12N3O2 with charge +1 (ωB97M-V/def2-TZVPD, the Open Molecules 2025 dataset).

Positions of all 23 atoms, in Å:
C (-4.031, 0.895, 0.117)
C (-2.787, 0.102, 0.051)
C (-1.567, 0.638, 0.006)
N (-0.424, -0.167, -0.061)
C (0.845, 0.195, -0.056)
N (1.866, -0.638, -0.062)
C (3.238, -0.189, -0.200)
C (1.651, -2.066, 0.078)
N (1.144, 1.661, 0.020)
O (1.811, 1.983, 0.961)
O (0.677, 2.345, -0.842)
H (-4.577, 0.648, 1.028)
H (-3.835, 1.963, 0.095)
H (-4.682, 0.631, -0.716)
H (-2.909, -0.974, 0.041)
H (-1.416, 1.705, 0.004)
H (-0.632, -1.163, -0.108)
H (3.692, -0.035, 0.781)
H (3.802, -0.951, -0.735)
H (3.308, 0.738, -0.765)
H (1.264, -2.500, -0.846)
H (2.600, -2.543, 0.308)
H (0.965, -2.277, 0.900)

total charge = +1
2S+1 = 1


x:
# C6H12N3O2

A structure of composition C6H12N3O2 (ωB97M-V/def2-TZVPD, the Open Molecules 2025 dataset).

Positions of all 23 atoms, in Å:
C (-0.642, -1.413, 0.126)
C (2.339, 1.400, 0.906)
C (2.734, 1.604, -0.553)
C (1.347, -0.171, -1.164)
C (-2.204, 0.434, 0.542)
C (-2.908, -1.890, 0.091)
N (0.734, -0.109, 0.151)
N (1.227, 0.548, 1.073)
N (-1.817, -0.935, 0.304)
O (-0.102, -2.418, -0.119)
O (2.620, 0.359, -1.223)
H (3.145, 0.943, 1.495)
H (2.082, 2.332, 1.424)
H (2.088, 2.357, -1.024)
H (3.775, 1.910, -0.656)
H (1.435, -1.227, -1.448)
H (0.647, 0.324, -1.863)
H (-2.538, 0.896, -0.388)
H (-3.033, 0.444, 1.248)
H (-1.380, 1.001, 0.965)
H (-3.533, -1.935, 0.981)
H (-3.509, -1.573, -0.760)
H (-2.506, -2.881, -0.108)

total charge = +1
2S+1 = 1


Stability order, top to bottom: x, w


w:
# C40H31MoN11O2S2

A structure of composition C40H31MoN11O2S2 (ωB97M-V/def2-TZVPD, the Open Molecules 2025 dataset).

Positions of all 87 atoms, in Å:
Mo (-1.001, -0.487, 1.096)
C (-4.268, 1.038, -1.576)
C (-4.000, 2.359, -1.933)
C (-2.883, 2.960, -1.414)
C (-2.041, 2.258, -0.534)
N (-2.315, 0.997, -0.174)
C (-3.408, 0.411, -0.712)
N (-0.926, 2.941, -0.128)
C (-0.147, 2.565, 0.818)
N (-0.208, 1.486, 1.694)
C (0.773, 1.714, 2.681)
N (1.037, 1.142, 3.794)
C (0.293, 0.150, 4.404)
C (0.808, -0.332, 5.613)
C (0.084, -1.244, 6.343)
C (-1.160, -1.637, 5.864)
C (-1.582, -1.128, 4.654)
N (-0.868, -0.280, 3.904)
C (1.588, 2.883, 2.282)
C (2.700, 3.457, 2.870)
C (3.232, 4.579, 2.249)
C (2.653, 5.111, 1.094)
C (1.525, 4.535, 0.526)
C (1.019, 3.408, 1.147)
H (-5.114, 0.493, -1.969)
H (-4.645, 2.894, -2.616)
H (-2.597, 3.971, -1.664)
H (-3.587, -0.617, -0.439)
H (1.763, 0.049, 5.946)
H (0.468, -1.632, 7.277)
H (-1.789, -2.327, 6.408)
H (-2.545, -1.421, 4.262)
H (3.130, 3.040, 3.770)
H (4.110, 5.055, 2.666)
H (3.096, 5.987, 0.639)
H (1.058, 4.933, -0.363)
C (3.852, -2.702, 1.898)
S (2.499, -3.820, 1.501)
C (1.108, -2.758, 1.570)
S (1.277, -1.032, 1.511)
N (-0.033, -3.346, 1.677)
N (-1.078, -2.471, 1.722)
C (-2.266, -2.985, 1.975)
C (-3.322, -2.060, 2.084)
C (-4.656, -2.389, 2.381)
C (-5.549, -1.388, 2.639)
C (-5.115, -0.048, 2.611)
C (-3.822, 0.221, 2.262)
N (-2.935, -0.756, 1.965)
H (4.744, -3.326, 1.893)
H (3.729, -2.262, 2.885)
H (3.963, -1.919, 1.153)
H (-2.375, -4.052, 2.107)
H (-4.944, -3.431, 2.404)
H (-6.578, -1.621, 2.874)
H (-5.785, 0.765, 2.851)
H (-3.444, 1.232, 2.205)
N (-1.001, -1.191, -0.560)
C (-1.002, -1.587, -1.792)
C (-2.031, -2.329, -2.374)
C (-3.112, -2.737, -1.554)
N (-3.975, -3.020, -0.843)
C (-2.013, -2.667, -3.752)
N (-2.008, -2.937, -4.872)
C (5.141, -0.055, -6.288)
C (3.998, -0.062, -5.311)
C (4.225, -0.180, -3.947)
C (3.175, -0.211, -3.037)
C (3.435, -0.338, -1.562)
C (1.875, -0.129, -3.526)
C (1.608, -0.012, -4.891)
C (0.196, 0.071, -5.404)
C (2.686, 0.028, -5.763)
C (0.740, -0.121, -2.557)
O (0.050, -1.308, -2.632)
O (0.468, 0.756, -1.789)
H (6.095, 0.081, -5.780)
H (5.026, 0.744, -7.020)
H (5.185, -0.997, -6.837)
H (5.242, -0.252, -3.579)
H (4.490, -0.531, -1.373)
H (2.854, -1.157, -1.130)
H (3.147, 0.570, -1.030)
H (-0.373, 0.836, -4.871)
H (-0.326, -0.879, -5.282)
H (0.189, 0.324, -6.463)
H (2.496, 0.124, -6.826)

2S+1 = 3


x:
# C40H31MoN11O2S2

A structure of composition C40H31MoN11O2S2 (ωB97M-V/def2-TZVPD, the Open Molecules 2025 dataset).

Positions of all 87 atoms, in Å:
Mo (0.020, -0.437, 0.233)
C (-2.699, -0.386, -3.347)
C (-3.961, -0.065, -2.847)
C (-4.031, 0.419, -1.571)
C (-2.872, 0.552, -0.781)
N (-1.654, 0.134, -1.234)
C (-1.612, -0.269, -2.523)
N (-3.069, 1.174, 0.407)
C (-2.092, 1.593, 1.129)
N (-0.731, 1.437, 0.865)
C (-0.066, 2.300, 1.725)
N (1.168, 2.645, 1.737)
C (2.132, 2.124, 0.934)
C (3.315, 2.887, 0.855)
C (4.390, 2.432, 0.139)
C (4.279, 1.197, -0.493)
C (3.101, 0.501, -0.381)
N (2.023, 0.934, 0.299)
C (-1.015, 2.911, 2.649)
C (-0.817, 3.743, 3.737)
C (-1.934, 4.111, 4.468)
C (-3.208, 3.673, 4.098)
C (-3.401, 2.849, 3.002)
C (-2.279, 2.456, 2.289)
H (-2.561, -0.729, -4.362)
H (-4.848, -0.173, -3.457)
H (-4.955, 0.741, -1.116)
H (-0.643, -0.501, -2.922)
H (3.328, 3.813, 1.409)
H (5.311, 2.997, 0.092)
H (5.092, 0.771, -1.063)
H (3.044, -0.471, -0.840)
H (0.180, 4.073, 3.994)
H (-1.824, 4.742, 5.341)
H (-4.060, 3.990, 4.686)
H (-4.388, 2.508, 2.715)
C (-2.541, -5.184, -1.616)
S (-3.511, -3.731, -1.114)
C (-2.288, -2.742, -0.338)
S (-0.638, -2.758, -0.854)
N (-2.692, -1.995, 0.618)
N (-1.726, -1.218, 1.181)
C (-1.975, -0.860, 2.441)
C (-0.900, -0.374, 3.189)
C (-0.975, -0.078, 4.563)
C (0.160, 0.286, 5.236)
C (1.373, 0.338, 4.534)
C (1.381, 0.046, 3.191)
N (0.280, -0.280, 2.502)
H (-3.131, -5.709, -2.361)
H (-2.375, -5.822, -0.752)
H (-1.591, -4.865, -2.038)
H (-2.935, -1.099, 2.876)
H (-1.939, -0.154, 5.048)
H (0.130, 0.509, 6.294)
H (2.299, 0.602, 5.023)
H (2.314, 0.057, 2.651)
N (1.430, -1.713, 0.815)
C (2.520, -2.060, 1.041)
C (3.805, -2.414, 1.326)
C (4.471, -1.628, 2.302)
N (4.992, -0.952, 3.078)
C (4.541, -3.389, 0.609)
N (5.185, -4.157, 0.042)
C (1.434, -0.309, -8.074)
C (1.411, -0.547, -6.590)
C (1.655, 0.477, -5.691)
C (1.672, 0.262, -4.318)
C (1.975, 1.443, -3.428)
C (1.454, -1.037, -3.829)
C (1.184, -2.091, -4.727)
C (0.849, -3.491, -4.284)
C (1.158, -1.816, -6.086)
C (1.549, -1.337, -2.355)
O (2.242, -2.242, -1.939)
O (0.878, -0.497, -1.572)
H (1.435, 0.756, -8.303)
H (0.571, -0.771, -8.555)
H (2.332, -0.753, -8.508)
H (1.835, 1.479, -6.065)
H (1.659, 2.367, -3.912)
H (3.049, 1.513, -3.241)
H (1.475, 1.372, -2.469)
H (-0.210, -3.543, -4.016)
H (1.429, -3.790, -3.418)
H (1.032, -4.198, -5.092)
H (0.947, -2.624, -6.779)

2S+1 = 3


Stability order, top to bottom: w, x


w:
# C3H13NO3

A cluster of 4 separate species, C3H13NO3 in total (ωB97M-V/def2-TZVPD, the Open Molecules 2025 dataset).

Positions of all 20 atoms, in Å:
C (-1.634, -0.518, 0.856)
C (-0.418, 0.073, 0.126)
C (0.479, -0.952, -0.565)
N (1.212, -1.750, 0.379)
H (-2.069, 0.199, 1.550)
H (-2.380, -0.962, 0.205)
H (-1.218, -1.315, 1.492)
H (-0.781, 0.861, -0.520)
H (1.138, -0.362, -1.228)
H (1.068, -1.543, 1.467)
H (1.472, -2.670, 0.024)
H (0.010, 2.407, -1.605)
H (-1.047, 3.486, -2.099)
O (-0.872, 2.833, -1.414)
H (-0.058, -1.641, -1.230)
H (0.254, 0.536, 0.856)
O (0.755, -0.912, 2.794)
H (1.664, 2.004, -2.574)
H (1.376, -1.282, 3.461)
O (1.050, 1.507, -1.976)

total charge = +1
2S+1 = 2


x:
# C3H13NO3

A cluster of 3 separate species, C3H13NO3 in total (ωB97M-V/def2-TZVPD, the Open Molecules 2025 dataset).

Positions of all 20 atoms, in Å:
C (0.454, 0.176, -0.362)
O (-0.843, -0.155, 0.178)
C (0.582, 1.251, -1.470)
C (1.809, 1.048, -2.376)
N (0.701, 2.599, -0.865)
H (0.873, -0.786, -0.714)
H (1.061, 0.594, 0.477)
H (-1.364, 0.702, 0.067)
H (-0.345, 1.196, -2.084)
H (2.457, 1.932, -2.323)
H (2.503, 0.232, -2.058)
H (1.549, 0.766, -3.448)
H (0.067, 3.308, -1.018)
H (1.586, 2.938, -0.759)
H (-2.573, -3.419, 1.153)
H (-2.012, -2.124, 0.945)
O (-2.251, -2.697, 1.557)
H (-0.602, -2.317, 2.579)
H (-0.302, -1.029, 2.112)
O (-0.016, -1.527, 2.812)

total charge = +1
2S+1 = 2


Stability order, top to bottom: x, w


w:
# CHIS2

A cluster of 2 separate species, CHIS2 in total (ωB97M-V/def2-TZVPD, the Open Molecules 2025 dataset).

Positions of all 5 atoms, in Å:
C (-1.271, -1.009, 1.384)
S (-2.333, 0.021, 1.849)
S (-0.337, -2.122, 0.834)
I (1.894, 2.121, -2.626)
H (2.047, 0.989, -1.441)

2S+1 = 1


x:
# CHIS2

A structure of composition CHIS2 (ωB97M-V/def2-TZVPD, the Open Molecules 2025 dataset).

Positions of all 5 atoms, in Å:
C (-0.033, 0.448, 0.785)
S (-2.487, 0.165, -0.280)
S (0.730, 1.038, -0.539)
I (0.502, -1.566, 1.125)
H (1.289, -0.085, -1.091)

2S+1 = 1


Stability order, top to bottom: w, x